No. 1
DFT (ωB97M-V/def2-TZVPD) results for a cluster of 12 separate species, C38H87NO27 in total in a non-equilibrium geometry.

SMILES: CCOC(=O)OC.CCOC(=O)OC.CCOC(=O)OC.CCOC(=O)OC.CCOC(=O)OC.CCOC(=O)OC.CCOC(=O)OC.COCCNCCOC.CO.CO.CO.CO
Energy, eV: -97587.875

CARTESIAN COORDINATES (ANGSTROEM)
O  -3.947  -6.925  -1.113
O  -6.986  -1.502  0.150
O  0.844  -2.664  0.135
O  0.242  -1.287  1.813
O  -3.024  -5.607  0.458
O  2.712  -0.078  -1.320
O  -3.236  -5.003  -1.696
O  4.281  -4.184  0.738
O  -0.564  3.799  -6.299
O  1.631  3.273  -6.522
O  -6.815  -2.287  2.107
O  -0.724  -1.153  -0.141
O  0.852  -2.737  -3.039
O  0.040  -0.579  5.588
O  0.519  2.372  -4.943
O  0.032  5.663  4.200
O  -4.906  -1.751  1.017
O  -1.257  6.657  -4.357
O  -3.227  1.878  2.591
O  5.589  -5.228  -0.778
O  0.940  6.151  -4.207
O  -3.096  -4.363  3.004
O  5.848  -0.809  4.124
O  1.438  1.705  -1.046
O  -0.610  5.595  -2.648
O  6.394  -3.849  0.825
O  2.499  0.733  0.692
N  0.109  2.801  4.164
C  1.818  4.017  -7.720
C  -6.550  -0.923  -1.061
C  -2.484  -2.948  -2.736
C  0.562  0.708  5.326
C  2.000  1.711  1.595
C  5.332  -0.694  2.806
C  0.142  -1.801  0.608
C  7.737  -4.047  0.410
C  -0.374  1.436  4.372
C  5.435  -4.522  0.179
C  0.389  4.951  -1.857
C  -2.172  0.688  -0.807
C  0.534  6.941  3.968
C  8.306  -5.423  0.758
C  -3.368  -5.804  -0.677
C  0.933  -1.339  6.370
C  -1.378  0.039  0.308
C  0.439  3.214  -5.980
C  3.113  -4.907  0.389
C  0.772  -1.565  -3.802
C  -0.152  4.532  -0.500
C  -2.123  -3.383  2.782
C  -0.130  4.946  2.996
C  -2.664  -3.709  -1.457
C  -1.148  7.300  -5.619
C  1.946  5.508  -7.453
C  -6.179  -1.972  -2.097
C  -4.149  2.592  1.795
C  1.181  -1.787  2.755
C  -6.098  -1.853  1.089
C  -4.341  -7.881  -0.145
C  -0.191  6.122  -3.804
C  4.930  -0.918  -0.883
C  3.444  -1.191  -0.773
C  2.191  0.887  -0.608
C  -0.664  1.949  -4.293
C  -6.185  -2.736  3.297
C  -0.751  3.597  3.311
H  9.370  -5.476  0.535
H  -3.313  -4.851  2.197
H  -3.962  -7.656  0.855
H  -1.734  -3.822  -0.892
H  -0.843  3.072  2.355
H  0.796  4.791  2.431
H  5.255  -0.974  -1.921
H  0.592  -2.372  6.445
H  -5.497  -2.683  -1.623
H  -5.722  -0.214  -0.981
H  -1.189  -3.862  2.459
H  2.754  5.606  -6.722
H  -0.809  5.452  2.298
H  1.024  3.851  -8.451
H  1.908  -1.405  5.871
H  -3.454  -2.840  -3.230
H  0.939  1.860  1.386
H  -2.324  1.737  -0.572
H  1.266  -1.651  -4.774
H  0.746  7.457  4.905
H  5.593  -1.594  2.243
H  2.077  -1.172  2.657
H  -4.532  3.509  2.252
H  4.251  -0.559  2.822
H  2.486  2.679  1.478
H  2.103  1.332  2.607
H  -1.584  0.582  -1.724
H  -0.383  8.074  -5.513
H  0.787  -1.684  3.764
H  7.781  -6.194  0.197
H  0.733  4.099  -2.452
H  -5.007  1.989  1.483
H  -2.165  -1.924  -2.548
H  -1.073  3.962  -0.646
H  -0.281  -1.346  -4.022
H  1.455  6.957  3.366
H  -5.514  -3.588  3.188
H  -5.576  -1.913  3.679
H  -0.142  7.611  3.413
H  -1.740  3.657  3.781
H  -3.110  0.173  -1.016
H  5.432  -0.135  4.667
H  -3.310  -3.184  -0.743
H  2.308  -4.423  0.940
H  -1.793  -3.437  -3.419
H  1.052  5.952  -7.022
H  5.484  -1.587  -0.222
H  -5.593  -1.555  -2.916
H  -0.417  1.674  -3.268
H  3.132  -5.917  0.810
H  -0.411  0.960  3.393
H  -0.564  0.691  0.637
H  2.750  3.623  -8.118
H  7.810  -3.813  -0.655
H  2.260  6.095  -8.315
H  -0.897  6.620  -6.431
H  -1.351  1.476  4.875
H  -0.414  5.351  0.168
H  1.285  5.565  -1.741
H  -3.948  -8.838  -0.471
H  5.209  0.073  -0.515
H  1.423  -2.838  2.609
H  -3.642  1.696  3.440
H  -5.422  -7.868  0.001
H  8.202  -5.566  1.834
H  -1.057  1.085  -4.826
H  -2.451  -2.653  2.032
H  -6.940  -2.978  4.039
H  8.328  -3.294  0.931
H  2.897  -4.919  -0.677
H  0.209  3.252  5.067
H  -1.390  2.760  -4.211
H  1.548  0.602  4.859
H  0.650  1.290  6.250
H  -2.015  -0.078  1.188
H  -2.104  7.775  -5.816
H  1.216  -0.727  -3.260
H  -7.396  -0.351  -1.440
H  5.872  0.069  2.233
H  -7.081  -2.473  -2.442
H  1.078  -2.578  -2.119
H  1.016  -0.936  7.382
H  -3.647  2.911  0.881
H  -1.897  -2.819  3.688
H  3.226  -1.439  0.263
H  0.599  3.875  -0.066
H  3.120  -2.009  -1.411

=====

No. 2
DFT (ωB97M-V/def2-TZVPD) results for an isolated molecule of C2H3NO2 in a non-equilibrium geometry.

Energy relative to the best compared isomer or geometry (same formula, charge and spin), kJ/mol: 335.4
SMILES: C=NOC=O

CARTESIAN COORDINATES (ANGSTROEM)
O  0.149  -0.599  -0.305
O  2.325  -0.021  -0.536
N  -0.031  0.101  0.880
C  1.312  -0.540  -0.943
C  -1.343  0.631  0.869
H  -2.257  0.287  0.180
H  1.331  -1.251  -1.797
H  -1.486  1.392  1.651

=====

No. 3
DFT (ωB97M-V/def2-TZVPD) results for a structure of composition C3H4F3NO2S in a non-equilibrium geometry.

Energy relative to the best compared isomer or geometry (same formula, charge and spin), kJ/mol: 324.5

CARTESIAN COORDINATES (ANGSTROEM)
S  0.158  0.271  -0.988
F  -2.324  -0.274  0.353
F  -2.310  0.701  2.249
F  -1.861  -1.396  2.137
O  0.513  0.874  2.102
O  0.438  -0.728  0.490
N  -0.220  1.585  -0.524
C  -1.691  -0.156  1.548
C  1.775  -0.065  -1.739
C  -0.077  0.134  1.388
H  1.872  0.030  -2.835
H  -0.875  -0.674  -1.455
H  2.432  0.745  -1.329
H  2.169  -1.049  -1.397

=====

No. 4
DFT (ωB97M-V/def2-TZVPD) results for an isolated molecule of C5H6O in a non-equilibrium geometry.

Energy relative to the best compared isomer or geometry (same formula, charge and spin), kJ/mol: 139.2
SMILES: C1=COC=CC1

CARTESIAN COORDINATES (ANGSTROEM)
O  1.554  -0.403  0.610
C  0.583  -1.380  0.331
C  -1.141  0.322  -0.294
C  1.240  0.861  0.262
C  -0.655  -1.137  -0.087
C  0.091  1.256  -0.198
H  -1.585  0.334  -1.276
H  1.004  -2.336  0.653
H  -0.041  2.216  -0.738
H  2.018  1.543  0.503
H  -1.292  -1.994  -0.359
H  -1.776  0.718  0.593

=====

No. 5
DFT (ωB97M-V/def2-TZVPD) results for a cluster of 4 separate species, H6IO3 in total.

Energy relative to the best compared isomer or geometry (same formula, charge and spin), kJ/mol: 92.8
Total charge: -1

CARTESIAN COORDINATES (ANGSTROEM)
I  -0.522  -2.369  -0.587
O  -2.591  2.706  0.759
O  0.222  1.860  -4.897
O  2.321  -3.631  4.671
H  1.929  -3.502  3.807
H  0.041  1.176  -4.252
H  0.546  2.598  -4.379
H  -2.294  1.969  0.225
H  3.049  -4.233  4.516
H  -2.701  3.425  0.137

=====

No. 6
DFT (ωB97M-V/def2-TZVPD) results for a cluster of 2 separate species, C4H7ClO in total in a non-equilibrium geometry.

Energy relative to the best compared isomer or geometry (same formula, charge and spin), kJ/mol: 361.2
SMILES: COC1=CC1.Cl

CARTESIAN COORDINATES (ANGSTROEM)
Cl  3.461  -0.021  -0.096
O  -0.385  -0.730  -0.894
C  -0.727  1.859  -0.570
C  -0.080  -1.767  0.122
C  -0.449  0.447  -0.266
C  -0.248  1.270  0.731
H  2.642  -0.556  -0.980
H  -0.975  -2.258  0.300
H  -1.803  2.187  -0.663
H  0.813  -2.422  -0.220
H  -0.048  2.290  -1.291
H  0.331  -1.224  1.056
H  0.300  1.357  1.668

=====

No. 7
DFT (ωB97M-V/def2-TZVPD) results for a cluster of 2 separate species, C4H8N2S in total in a non-equilibrium geometry.

Energy relative to the best compared isomer or geometry (same formula, charge and spin), kJ/mol: 273.8
SMILES: C#[N+][S-].CC(C)=N

CARTESIAN COORDINATES (ANGSTROEM)
S  -5.625  -0.304  0.497
N  -0.946  -0.415  -0.943
N  -4.449  0.188  -0.361
C  -0.013  -0.156  -0.137
C  1.141  -1.067  0.177
C  -3.631  0.651  -1.060
C  -0.001  1.166  0.561
H  -0.898  -1.342  -1.365
H  0.948  1.669  0.382
H  1.526  -0.874  1.175
H  0.849  -2.112  0.084
H  1.934  -0.879  -0.546
H  -0.101  1.007  1.635
H  -0.823  1.790  0.224
H  -2.661  0.717  -1.472

=====

No. 8
DFT (ωB97M-V/def2-TZVPD) results for a structure of composition C5H5NO3 in a non-equilibrium geometry.

Energy relative to the best compared isomer or geometry (same formula, charge and spin), kJ/mol: 141.8

CARTESIAN COORDINATES (ANGSTROEM)
O  4.365  0.345  -0.754
O  3.862  -1.359  0.692
O  1.387  0.901  0.268
N  0.510  -1.729  -1.874
C  3.971  -0.796  -2.805
C  3.753  -0.803  -0.352
C  1.628  -1.447  -1.758
C  2.976  -0.976  -1.638
C  3.608  0.363  -1.982
H  1.548  1.774  -0.104
H  0.521  0.628  -0.092
H  3.137  1.297  -2.278
H  4.966  -1.236  -2.719
H  3.499  -0.853  -3.786